(1)
{"formula": "C5H8O", "method": "ωB97M-V/def2-TZVPD", "energy_ev": -7359.9886, "orbital_gap_ev": 9.5, "smiles": "C=C(C)CC=O", "de_lowest_kcal_mol": 52.3, "e_homo_ha": -0.3180, "lumo_energy_ev": 0.89, "symbols": ["O", "C", "C", "C", "C", "C", "H", "H", "H", "H", "H", "H", "H", "H"], "xyz": [[-2.44734, -0.56953, 0.67778], [-0.49904, 1.26314, 0.26690], [-1.78926, -0.91628, -0.27146], [-0.25492, -1.02910, -0.34688], [0.37598, 0.27334, 0.10307], [1.84466, 0.43893, 0.29861], [2.35461, 0.18920, -0.64650], [2.05410, 1.49693, 0.49183], [0.09186, -1.43597, -1.31094], [-1.22811, 1.27906, -0.51859], [2.24807, -0.19014, 1.08890], [-2.31773, -1.23495, -1.17475], [-0.01926, -1.78846, 0.41510], [-0.43661, 2.14192, 0.88890]]}



(2)
{"formula": "C5H8O", "method": "ωB97M-V/def2-TZVPD", "energy_ev": -7358.6414, "orbital_gap_ev": 10.4, "smiles": "O[C@H]1[C@H]2CC[C@@H]12", "de_lowest_kcal_mol": 83.3, "e_homo_ha": -0.3439, "lumo_energy_ev": 1.03, "symbols": ["O", "C", "C", "C", "C", "C", "H", "H", "H", "H", "H", "H", "H", "H"], "xyz": [[-1.74500, -0.58997, -0.30322], [0.49281, 0.27933, -0.85370], [0.49228, 1.16423, 0.40846], [-0.87153, -0.94281, 0.73522], [0.52262, -1.08793, 0.28897], [0.19754, -0.00982, 1.29269], [-0.26542, 1.94998, 0.49651], [-1.41978, -1.12805, -1.04523], [-0.34329, 0.63411, -1.51310], [1.48589, 1.59405, 0.54557], [1.11881, -1.98916, 0.57527], [1.36495, 0.22738, -1.48562], [-1.36520, -1.59097, 1.45462], [0.39838, -0.02760, 2.36123]]}



(3)
{"formula": "C5H8O", "method": "ωB97M-V/def2-TZVPD", "energy_ev": -7357.4270, "orbital_gap_ev": [7.2, 7.5], "de_lowest_kcal_mol": 111.3, "e_homo_ha": [-0.2845, -0.2968], "lumo_energy_ev": [-0.55, -0.53], "symbols": ["O", "C", "C", "C", "C", "C", "H", "H", "H", "H", "H", "H", "H", "H"], "xyz": [[-2.14920, 1.23827, 0.17233], [0.24729, -0.20565, 0.11492], [-2.23312, -0.15864, 0.28525], [1.62657, -0.41849, 0.38680], [-0.90741, -0.86668, 0.35105], [2.62377, 0.17909, -0.53621], [2.32870, 0.65726, -1.48384], [-0.93855, -1.93952, 0.47398], [3.37461, -0.59320, -0.74349], [3.17777, 0.92219, 0.05921], [-0.01310, 0.60357, -0.55897], [-2.82060, -0.49334, -0.56972], [-2.78353, -0.46475, 1.19598], [-1.53321, 1.53989, 0.85273]]}



(4)
{"formula": "C5H8O", "method": "ωB97M-V/def2-TZVPD", "energy_ev": -7360.7942, "orbital_gap_ev": 10.3, "smiles": "C1C[C@@H]2C[C@@H]2O1", "de_lowest_kcal_mol": 33.7, "e_homo_ha": -0.3357, "lumo_energy_ev": 1.16, "symbols": ["O", "C", "C", "C", "C", "C", "H", "H", "H", "H", "H", "H", "H", "H"], "xyz": [[-0.49918, -1.21379, -0.79336], [-0.75175, 0.85404, 0.41775], [0.59972, 0.23214, 0.73844], [0.66203, -1.04521, -0.03194], [1.56246, 0.08694, -0.41824], [-1.45902, -0.21866, -0.44340], [2.62316, 0.00636, -0.19667], [-0.64812, 1.80152, -0.12356], [1.32243, 0.61116, -1.34018], [1.06163, -1.97066, 0.37278], [-1.86793, 0.19337, -1.37204], [-2.28274, -0.69386, 0.10676], [0.99140, 0.29844, 1.74942], [-1.31410, 1.05821, 1.33424]]}



(5)
{"formula": "C5H8O", "method": "ωB97M-V/def2-TZVPD", "energy_ev": -7360.0582, "orbital_gap_ev": 10.7, "smiles": "O=CC1CCC1", "de_lowest_kcal_mol": 50.7, "e_homo_ha": -0.3609, "lumo_energy_ev": 0.90, "symbols": ["O", "C", "C", "C", "C", "C", "H", "H", "H", "H", "H", "H", "H", "H"], "xyz": [[-2.33977, -0.47464, -0.63789], [-0.50545, 0.17626, 0.50912], [1.44258, -0.22445, -0.22832], [0.50053, 0.93938, -0.41659], [-1.91435, 0.32657, 0.21225], [0.21926, -1.05666, 0.15734], [-0.36669, 0.37813, 1.58117], [0.09375, 0.82022, -1.47350], [2.07737, -0.45191, -1.13463], [-0.09973, -1.55587, -0.82403], [-2.57264, 1.09206, 0.91122], [0.44114, -1.75721, 0.93585], [2.15907, -0.18311, 0.69488], [0.86492, 1.97124, -0.28686]]}



(6)
{"formula": "C5H8O", "method": "ωB97M-V/def2-TZVPD", "energy_ev": -7359.5532, "orbital_gap_ev": 8.1, "smiles": "C=C/C(O)=C/C", "de_lowest_kcal_mol": 62.3, "e_homo_ha": -0.2815, "lumo_energy_ev": 0.43, "symbols": ["O", "C", "C", "C", "C", "C", "H", "H", "H", "H", "H", "H", "H", "H"], "xyz": [[-0.07888, -1.00228, -1.55726], [0.54009, -0.29303, 0.60307], [-0.70224, 1.16314, -1.11513], [0.63264, -1.58600, 1.31374], [-0.07881, -0.04189, -0.60486], [-0.95454, 2.25840, -0.34477], [1.03437, -2.35240, 0.60818], [0.71289, -1.55121, -1.50014], [1.30505, 0.47568, 0.80486], [-1.10167, 1.13244, -2.18306], [-1.45205, 3.12878, -0.65554], [-0.34558, -1.99932, 1.61423], [1.23466, -1.62563, 2.24925], [-0.74592, 2.29332, 0.76744]]}



(7)
{"formula": "C5H8O", "method": "ωB97M-V/def2-TZVPD", "energy_ev": -7358.4971, "orbital_gap_ev": 9.4, "de_lowest_kcal_mol": 86.7, "e_homo_ha": -0.3065, "lumo_energy_ev": 1.06, "symbols": ["O", "C", "C", "C", "C", "C", "H", "H", "H", "H", "H", "H", "H", "H"], "xyz": [[1.42652, 1.14210, -0.69958], [-0.63784, -1.32602, 0.80257], [1.36215, 0.17584, 0.34258], [-0.16760, 0.06790, 0.38558], [0.17549, 0.71655, -1.15298], [-0.95462, 1.25310, -0.45514], [0.15165, 0.22061, -2.12083], [-0.96741, 2.23256, -0.00018], [1.99192, 0.42388, 1.20330], [-0.23379, -1.64432, 1.78599], [-0.26898, -2.07978, 0.09428], [1.73430, -0.78444, -0.08056], [-1.89207, 1.01881, -1.00210], [-1.71973, -1.41681, 0.89708]]}



(8)
{"formula": "C5H8O", "method": "ωB97M-V/def2-TZVPD", "energy_ev": -7361.4164, "orbital_gap_ev": 10.5, "smiles": "C[C@H]1CCC1=O", "de_lowest_kcal_mol": 19.3, "e_homo_ha": -0.3462, "lumo_energy_ev": 1.04, "symbols": ["O", "C", "C", "C", "C", "C", "H", "H", "H", "H", "H", "H", "H", "H"], "xyz": [[-0.49026, 1.41834, 1.96982], [-0.46611, 0.72461, 0.98977], [-0.57853, 0.06284, -1.00558], [0.60352, 0.42488, -0.06801], [1.50662, -0.74592, 0.31251], [-1.53348, -0.04587, 0.20926], [-0.85422, 0.92173, -1.62301], [1.20557, 1.28702, -0.36952], [0.93035, -1.58602, 0.71618], [2.05328, -1.10864, -0.56357], [-1.63080, -1.06999, 0.58735], [-0.45560, -0.82386, -1.63217], [2.23569, -0.44792, 1.07205], [-2.52797, 0.40306, 0.14022]]}



(9)
{"formula": "C5H8O", "method": "ωB97M-V/def2-TZVPD", "energy_ev": -7360.6399, "orbital_gap_ev": 10.9, "smiles": "O=CCC1CC1", "de_lowest_kcal_mol": 37.3, "e_homo_ha": -0.3581, "lumo_energy_ev": 1.16, "symbols": ["O", "C", "C", "C", "C", "C", "H", "H", "H", "H", "H", "H", "H", "H"], "xyz": [[2.10245, 1.47540, -0.83927], [2.09827, 0.43605, -0.22378], [-0.18514, -0.20133, -0.21456], [-1.46840, -0.93889, 0.02575], [-1.48532, 0.54557, -0.23363], [0.98093, 0.07722, 0.74257], [1.25359, -0.78647, 1.36308], [-1.73524, 1.17816, 0.61509], [-1.83034, 0.92992, -1.18943], [-1.76129, -1.60967, -0.77763], [2.83882, -0.36220, -0.46661], [0.77122, 0.92749, 1.40530], [-1.75252, -1.28265, 1.01569], [0.17298, -0.38860, -1.22257]]}



(10)
{"formula": "C5H8O", "method": "ωB97M-V/def2-TZVPD", "energy_ev": -7359.9151, "orbital_gap_ev": 11.0, "smiles": "C[C@H]1C[C@H]2O[C@@H]12", "de_lowest_kcal_mol": 54.0, "e_homo_ha": -0.3623, "lumo_energy_ev": 1.17, "symbols": ["O", "C", "C", "C", "C", "C", "H", "H", "H", "H", "H", "H", "H", "H"], "xyz": [[-0.41465, 0.68239, 1.64648], [0.35448, -0.42512, 1.16897], [-1.26465, -0.81645, -0.92832], [0.71155, 0.97897, -0.41708], [0.13838, -0.50348, -0.37327], [0.87302, 0.94357, 1.10675], [0.55387, -1.20443, 1.90226], [1.58850, 1.46127, 1.74989], [-0.02198, 1.71350, -0.75806], [-1.32482, -0.66437, -2.02107], [1.65993, 1.14280, -0.94680], [0.69679, -1.26015, -0.91449], [-1.98925, -0.17651, -0.43748], [-1.56116, -1.87199, -0.77777]]}



(11)
{"formula": "C5H8O", "method": "ωB97M-V/def2-TZVPD", "energy_ev": -7357.4608, "orbital_gap_ev": 6.0, "de_lowest_kcal_mol": 110.6, "e_homo_ha": -0.2909, "lumo_energy_ev": -1.94, "symbols": ["O", "C", "C", "C", "C", "C", "H", "H", "H", "H", "H", "H", "H", "H"], "xyz": [[0.32513, -1.66155, -1.26005], [-0.34616, 0.48233, -0.39803], [0.61674, -0.43121, -1.01793], [1.93606, -0.26489, -0.16370], [-1.38967, -0.10853, 0.36899], [-2.14801, 0.60086, 1.22362], [-2.91953, 0.08714, 1.78312], [-1.45577, -1.18632, 0.28829], [2.64226, -0.92610, -0.65105], [-0.33707, 1.54980, -0.59068], [1.74541, -0.58606, 0.85776], [2.31452, 0.75377, -0.04766], [0.78760, 0.14186, -1.98921], [-1.77152, 1.54889, 1.59654]]}



(12)
{"formula": "C5H8O", "method": "ωB97M-V/def2-TZVPD", "energy_ev": -7359.6479, "orbital_gap_ev": 11.2, "smiles": "C1CC2(C1)CO2", "de_lowest_kcal_mol": 60.1, "e_homo_ha": -0.3699, "lumo_energy_ev": 1.09, "symbols": ["O", "C", "C", "C", "C", "C", "H", "H", "H", "H", "H", "H", "H", "H"], "xyz": [[-1.87699, -0.34268, -0.49276], [-0.53061, 0.11803, 0.00630], [-1.80584, 0.79421, 0.29770], [1.54047, -0.22567, 0.05312], [0.35576, -0.92825, 0.73235], [0.59634, 0.27824, -1.04823], [2.53772, -0.65844, -0.10506], [0.45210, -1.04838, 1.81683], [0.90393, 1.21438, -1.52608], [-2.21867, 0.69080, 1.30200], [-2.01396, 1.73508, -0.21284], [1.65325, 0.66788, 0.67252], [0.02511, -1.87195, 0.28327], [0.30747, -0.45043, -1.81485]]}



(13)
{"formula": "C5H8O", "method": "ωB97M-V/def2-TZVPD", "energy_ev": -7357.3093, "orbital_gap_ev": 9.1, "de_lowest_kcal_mol": 114.1, "e_homo_ha": -0.3030, "lumo_energy_ev": 0.88, "symbols": ["O", "C", "C", "C", "C", "C", "H", "H", "H", "H", "H", "H", "H", "H"], "xyz": [[1.59300, 0.16695, -0.22598], [0.60638, 0.57827, -1.18895], [-0.33844, -0.56945, -0.78367], [0.89286, -1.03599, 0.07074], [-0.99467, 0.67915, 1.26491], [-1.12114, -0.56114, 0.44703], [-0.07576, 1.27964, 1.18365], [0.67145, -1.15447, 1.14471], [-0.69195, -1.23901, -1.57131], [-1.81557, 1.27237, 0.82964], [0.99669, 0.50775, -2.21183], [0.25120, 1.59973, -1.00775], [1.38589, -1.95099, -0.26899], [-1.23759, 0.52415, 2.32019]]}



(14)
{"formula": "C5H8O", "method": "ωB97M-V/def2-TZVPD", "energy_ev": -7358.3613, "orbital_gap_ev": 10.7, "smiles": "C#CCCOC", "de_lowest_kcal_mol": 89.8, "e_homo_ha": -0.3571, "lumo_energy_ev": 0.97, "symbols": ["O", "C", "C", "C", "C", "C", "H", "H", "H", "H", "H", "H", "H", "H"], "xyz": [[-1.28322, -0.49720, -0.26582], [2.73637, 0.27693, -0.31332], [2.19156, -0.38697, 0.54665], [0.04355, -0.03012, -0.18099], [0.86227, -0.97998, 0.72248], [-2.30322, 0.48455, -0.19282], [3.35550, 0.84763, -0.95559], [-2.26693, 1.08203, 0.73413], [0.44342, -1.03797, 1.72859], [0.04058, 0.99392, 0.20572], [0.83053, 0.11189, -1.06528], [0.87081, -1.99487, 0.30327], [-2.25352, 1.16533, -1.05041], [-3.26768, -0.03517, -0.21663]]}



(15)
{"formula": "C5H8O", "method": "ωB97M-V/def2-TZVPD", "energy_ev": -7360.7929, "orbital_gap_ev": 10.2, "smiles": "C1C[C@@H]2C[C@@H]2O1", "de_lowest_kcal_mol": 33.7, "e_homo_ha": -0.3339, "lumo_energy_ev": 1.15, "symbols": ["O", "C", "C", "C", "C", "C", "H", "H", "H", "H", "H", "H", "H", "H"], "xyz": [[-1.46483, 0.50066, 0.16404], [-0.12832, -1.13787, -1.12941], [-0.40643, 1.42411, 0.41128], [-0.95716, -0.79843, 0.07312], [0.53098, -0.79540, 0.18621], [0.93790, 0.65715, 0.36869], [1.05589, -1.57099, 0.73819], [1.49779, 0.78960, 1.29943], [-0.07965, -0.39691, -1.92468], [1.57495, 1.00772, -0.45183], [-0.57462, 1.89123, 1.39079], [-0.09911, -2.17226, -1.46203], [-1.59476, -1.54140, 0.54336], [-0.45312, 2.21230, -0.34818]]}



(16)
{"formula": "C5H8O", "method": "ωB97M-V/def2-TZVPD", "energy_ev": -7357.2735, "orbital_gap_ev": 9.2, "de_lowest_kcal_mol": 114.9, "e_homo_ha": -0.3079, "lumo_energy_ev": 0.77, "symbols": ["O", "C", "C", "C", "C", "C", "H", "H", "H", "H", "H", "H", "H", "H"], "xyz": [[1.26205, 0.12089, 2.25832], [-0.29184, -1.11365, -1.48703], [-0.40926, -0.17299, -0.56019], [-0.55723, -0.42578, 0.88921], [-0.09347, 1.25689, -0.75637], [0.96414, -0.31006, 1.06137], [2.22991, 0.17109, 2.25720], [-0.16134, 1.95627, 0.08046], [0.13832, -0.91391, -2.46500], [0.67655, 1.53434, -1.48404], [-0.92617, -1.42848, 1.11752], [-1.16508, 1.14160, -1.14129], [-0.52338, -2.13642, -1.22263], [-1.14319, 0.32018, 1.45247]]}



(17)
{"formula": "C5H8O", "method": "ωB97M-V/def2-TZVPD", "energy_ev": -7360.4495, "orbital_gap_ev": 9.7, "smiles": "C=CC/C=C/O", "de_lowest_kcal_mol": 41.6, "e_homo_ha": -0.3174, "lumo_energy_ev": 1.04, "symbols": ["O", "C", "C", "C", "C", "C", "H", "H", "H", "H", "H", "H", "H", "H"], "xyz": [[1.09819, -0.48224, 2.48059], [0.28685, 1.53902, -1.04137], [-0.59872, -0.79548, -0.83689], [-0.71871, 0.68291, -1.19998], [0.79273, -0.90583, 1.22017], [-0.40836, -0.81582, 0.65680], [1.66441, -1.29924, 0.69901], [0.26840, -1.24582, -1.34103], [-1.48776, -1.34792, -1.16257], [1.27205, 1.20367, -0.71410], [-1.24725, -0.45130, 1.25472], [0.17092, 2.60928, -1.19701], [0.49050, 0.23899, 2.68746], [-1.70982, 1.04556, -1.47207]]}